Record 1
10
Properties=species:S:1:pos:R:3:forces:R:3 method="wB97M-V/def2-TZVPD" charge=0 energy_ev=-12021.851
F -1.49326 -2.83619 -0.21577 -0.47 3.31 0.79
C -1.42242 -1.42077 0.04859 2.50 -0.42 -1.50
N -0.24887 -1.02497 0.32811 -1.48 -2.41 -0.41
N 0.23530 0.17994 0.60385 -0.50 1.16 2.40
C 1.27191 0.68245 -0.15381 2.19 -0.33 -0.42
N 0.03523 1.35265 -0.21827 -2.06 1.29 -0.22
F 0.10032 2.52459 0.70170 0.06 -1.71 -1.06
H -2.16892 -0.73258 -0.38304 -0.43 -1.09 0.57
H 2.10066 1.21367 0.24900 0.38 0.24 1.03
H 1.59005 0.06119 -0.96036 -0.20 -0.03 -1.18

---

Record 2
15
Properties=species:S:1:pos:R:3:forces:R:3 method="wB97M-V/def2-TZVPD" charge=+1 energy_ev=-5792.489
C 1.36273 0.37179 -2.28502 -1.30 0.00 0.53
N 0.86600 -0.13224 -1.22225 1.83 0.10 0.01
C 0.07841 0.52934 -0.12006 -0.34 -0.55 -0.86
C -0.05846 -0.44141 1.04499 -0.11 0.16 -1.23
C -1.39581 -0.17840 1.73859 -0.54 -0.24 0.01
H 1.01047 1.36001 -2.54649 0.52 0.27 -0.20
H 1.98334 -0.25109 -2.91527 0.02 0.16 -0.14
H 1.17296 -1.09009 -1.05791 -0.25 -0.02 0.42
H -0.88508 0.61258 -0.62702 -0.20 0.56 0.47
H 0.50487 1.49526 0.16521 0.00 -0.16 -0.44
H 0.86647 -0.46612 1.64411 -0.62 0.15 0.09
H -0.15262 -1.40322 0.51979 0.07 -0.20 0.66
H -1.35155 -0.61798 2.72915 -0.41 0.06 0.11
H -1.79665 0.84246 1.78510 0.99 0.17 0.30
H -2.20507 -0.63090 1.14709 0.34 -0.46 0.28

---

Record 3
13
Properties=species:S:1:pos:R:3:forces:R:3 method="wB97M-V/def2-TZVPD" charge=+1 energy_ev=-8520.863
Li -0.22592 -0.16815 -0.17469 -0.23 0.10 -0.04
O 1.54108 -0.96115 0.24331 1.88 0.29 -0.56
H 2.27808 -0.33315 0.44531 -0.98 -0.42 0.13
H 2.05908 -1.61115 -0.28569 -0.89 0.19 0.42
O -1.62692 -1.55015 0.20831 0.98 -0.92 0.04
H -2.40492 -1.03715 0.53331 0.59 -1.74 0.15
H -1.44892 -2.53015 0.47031 -1.46 2.93 -0.22
O -0.74692 1.24485 1.31531 -1.52 3.19 -4.40
H -0.61192 2.25185 1.16431 -0.31 -2.68 0.74
H -0.30192 0.97885 2.05131 1.95 -0.73 3.54
O 0.11708 1.12485 -1.88369 -1.66 -0.56 1.29
H 0.63008 1.86885 -1.65569 0.48 2.04 0.81
H 0.74208 0.72185 -2.43169 1.19 -1.67 -1.90

---

Record 4
26
Properties=species:S:1:pos:R:3:forces:R:3 method="wB97M-V/def2-TZVPD" charge=-1 energy_ev=-21858.448
C 2.06283 -3.42424 1.31939 -0.72 0.90 0.22
C 1.28450 -2.57426 0.20499 -0.62 -1.11 -1.77
O 1.01105 -3.10049 -0.87963 1.07 1.62 2.47
O 0.88302 -1.23983 0.44456 0.68 -2.19 0.58
C 0.03655 -1.22514 1.66908 -0.18 0.48 1.25
In -1.53300 -2.91460 1.64207 -0.09 -0.35 0.12
H 1.40780 -3.49572 2.24454 0.77 0.16 -1.15
H 2.24375 -4.48668 0.96570 -0.14 1.61 0.15
H 3.00250 -2.86257 1.61490 -0.95 -0.79 -0.41
H 0.71352 -1.29345 2.59480 -0.77 0.17 -1.23
H -0.48240 -0.20826 1.74248 0.90 -1.23 -0.47
H -1.91096 -3.22744 3.37530 -0.02 0.18 -0.19
H -2.95154 -2.50964 0.62865 0.22 0.11 0.20
H -0.81460 -4.45874 1.00015 -0.12 0.45 0.22
C -0.78335 0.79554 -1.35560 0.17 -0.64 0.00
O -1.24056 2.13139 -1.11264 0.18 0.72 -0.20
C -0.41157 3.08547 -1.54796 -0.30 -0.62 0.20
O 0.64330 2.91161 -2.10485 -0.20 0.27 0.07
O -0.96031 4.27862 -1.25632 0.03 -0.01 -0.03
C -0.17740 5.39502 -1.66703 0.11 0.25 -0.05
H -1.53253 0.10876 -0.96192 -0.02 0.27 0.08
H -0.67800 0.61366 -2.42710 0.11 0.12 0.10
H 0.15820 0.61078 -0.83814 -0.09 0.02 -0.18
H -0.04700 5.39665 -2.75119 0.14 -0.08 0.11
H 0.79080 5.39361 -1.16221 -0.01 -0.08 -0.18
H -0.71459 6.29996 -1.38202 -0.14 -0.23 0.08

---

Record 5
63
Properties=species:S:1:pos:R:3:forces:R:3 method="wB97M-V/def2-TZVPD" charge=+1 energy_ev=-61683.907
Ir 0.77732 0.27461 0.19625 -0.24 -0.17 -0.29
C 0.05594 2.24006 -2.90575 -0.05 -0.01 0.00
C -0.41512 3.11114 -1.77905 0.04 0.05 0.03
C -1.54487 3.85889 -1.86298 -0.02 -0.03 0.07
C -2.03268 4.63120 -0.71966 0.06 -0.03 -0.01
C -1.04550 4.89686 0.32976 -0.06 -0.03 0.00
C 0.10609 4.18595 0.43028 0.09 0.12 -0.14
C 1.07725 4.38850 1.55439 -0.03 -0.06 0.02
C 0.33705 3.18703 -0.56587 -0.09 -0.08 0.12
N 1.27616 2.19551 -0.33147 0.17 0.14 0.11
C 2.62549 2.43864 -0.42510 -0.04 -0.02 -0.04
O 3.13742 3.49961 -0.70446 0.01 -0.01 0.00
C 3.45300 1.19307 -0.17728 -0.03 -0.02 -0.01
C 4.82924 1.14324 -0.16114 0.01 -0.02 0.00
C 5.43966 -0.07846 0.12105 0.00 0.02 0.01
C 4.67618 -1.20908 0.38430 -0.02 -0.01 0.01
C 3.29957 -1.09013 0.35005 -0.02 0.01 0.00
N 2.74527 0.08289 0.05866 -0.10 0.00 -0.13
C 2.30536 -2.20770 0.58707 0.05 0.01 -0.02
O 2.69373 -3.35717 0.66894 -0.04 -0.02 -0.02
N 1.01771 -1.76144 0.64628 0.04 0.04 0.25
C -0.00709 -2.74450 0.57425 -0.04 0.02 0.04
C -0.05109 -3.38771 -0.58641 -0.01 0.17 0.02
C 0.72230 -3.46945 -1.83120 -0.03 0.02 -0.02
C -1.28750 -5.51493 0.03297 0.01 -0.03 -0.03
C -1.40684 -5.36507 1.32787 0.04 -0.06 0.04
C -1.44779 -4.12159 2.06709 -0.10 0.04 -0.03
C -0.85757 -2.95232 1.75898 0.11 -0.06 0.06
C -0.86184 -1.86472 2.80026 -0.06 0.03 -0.05
H -0.40431 2.56049 -3.83862 0.00 0.01 0.00
H -0.20707 1.19808 -2.72812 0.03 0.01 0.01
H 1.13843 2.29530 -3.01537 0.00 0.02 -0.01
H -2.14529 3.83777 -2.76483 -0.05 -0.08 0.04
H -2.68414 5.46905 -0.96461 0.14 0.09 -0.08
H -1.29194 5.63554 1.08332 -0.06 -0.09 0.07
H 0.73382 5.18514 2.21050 0.00 -0.01 0.01
H 2.06089 4.64905 1.16745 0.01 0.01 0.00
H 1.18040 3.47837 2.14917 0.00 0.00 0.00
H 5.39318 2.04303 -0.36271 0.01 0.00 0.02
H 6.51907 -0.14228 0.14601 0.00 0.00 -0.01
H 5.11389 -2.16962 0.61658 0.01 0.00 -0.01
H 0.82857 -2.46269 -2.23647 0.05 0.00 0.03
H 0.19127 -4.06817 -2.56839 0.00 -0.03 0.00
H 1.70500 -3.90080 -1.63464 -0.01 -0.03 -0.02
H -1.25529 -6.33602 -0.65927 0.02 0.01 -0.01
H -1.48765 -6.29486 1.88088 0.02 0.00 0.00
H -1.94301 -4.18408 3.02785 -0.03 0.01 -0.01
H -1.75588 -1.94434 3.41549 0.03 -0.02 0.04
H -0.83757 -0.87118 2.36524 -0.03 0.01 -0.03
H 0.01381 -1.96853 3.44424 0.01 0.02 -0.01
B -3.89162 1.10101 0.90686 -0.25 -0.72 -0.06
C -2.29522 0.94836 0.67990 0.10 -0.14 -0.05
N -1.18538 0.69786 0.50676 -0.04 -0.06 0.05
H -4.07288 1.45591 2.03626 0.02 0.16 0.01
H -4.34834 1.80130 0.04320 0.09 0.19 0.00
H -2.73295 3.91349 -0.22829 -0.12 0.05 0.01
F 0.18934 -0.48477 -1.46367 0.26 0.11 -0.11
Sb -3.57283 -1.81289 -0.92034 -0.17 -0.48 -0.12
F -4.87246 -1.01483 -2.04310 0.05 -0.09 0.11
F -3.26507 -3.28284 -2.15107 0.02 0.17 -0.06
F -4.72309 -2.97670 0.05763 0.17 0.28 -0.09
F -1.31310 -4.26595 -0.73399 -0.01 -0.02 0.16
F -4.39938 -0.29212 0.73806 0.11 0.60 0.15

---

Record 6
22
Properties=species:S:1:pos:R:3:forces:R:3 method="wB97M-V/def2-TZVPD" charge=0 energy_ev=-17753.015
C -3.10670 -0.93165 -0.97796 0.27 -0.14 -0.13
N -2.05066 0.05893 -0.94829 -0.14 0.06 0.06
C -2.03344 0.77239 0.31380 -0.16 0.00 -0.20
C -0.76736 -0.53261 -1.24417 0.24 -0.02 -0.04
H -4.06787 -0.45239 -0.80898 -0.09 -0.03 0.04
H -2.94928 -1.72831 -0.22924 -0.10 0.07 0.09
H -3.12051 -1.41966 -1.95374 -0.07 0.07 -0.03
H -1.26469 1.54282 0.26935 0.06 -0.02 0.17
H -2.99430 1.26482 0.46826 -0.02 0.02 -0.02
H -1.86445 0.10891 1.17727 0.16 0.00 0.04
H 0.01767 0.21881 -1.16863 0.01 0.06 -0.01
H -0.75217 -0.91375 -2.26537 -0.06 -0.07 0.00
H -0.49547 -1.36025 -0.56361 -0.09 0.01 0.02
C 1.91180 0.62309 1.42305 -0.03 0.14 0.25
C 3.32219 0.27622 0.98691 0.05 -0.03 -0.13
S 3.29551 -0.35946 -0.72580 -0.07 0.04 0.02
H 1.25311 -0.24491 1.41640 -0.01 -0.03 -0.11
H 1.48406 1.39964 0.79030 -0.03 -0.06 -0.09
H 1.92518 1.01074 2.44342 0.01 -0.04 0.03
H 3.95653 1.15836 1.02045 0.01 0.04 -0.04
H 3.75778 -0.47685 1.63887 0.00 -0.04 0.04
H 4.54307 -0.01489 -1.06226 0.04 -0.03 0.02

---

Number 1: gap between HOMO and LUMO 10.959 eV. Number 2: gap between HOMO and LUMO 10.526 eV. Number 3: gap between HOMO and LUMO 12.525 eV. Number 4: gap between HOMO and LUMO 7.469 eV. Number 5: gap between HOMO and LUMO 7.026 eV. Number 6: gap between HOMO and LUMO 9.323 eV.